Here is a cluster of 20 separate species, C24H84B2FN4O26 in total from the Open Molecules 2025 dataset. Energies are from wB97M-V/def2-TZVPD.

Structure (XYZ):
```
141
Properties=species:S:1:pos:R:3:forces:R:3:mulliken_charge:R:1
C 1.127207 -6.866135 -0.741468 -0.6 -0.3 0.6 -0.029
C 0.962610 -5.875128 -1.420979 -0.9 1.4 0.2 -1.132
C 0.551431 -4.490134 -2.040437 0.8 -1.6 0.3 -0.064
C 1.191423 -3.286983 -1.183831 0.0 -0.5 -1.0 -0.988
C 0.123287 -2.164941 -0.856371 0.7 -1.7 -1.7 -0.366
N 0.172732 -1.678766 0.584664 -1.1 0.7 -1.0 1.411
B -0.328271 -2.707940 1.623915 -0.8 -2.5 2.3 0.621
C -0.982719 -4.127798 1.216703 -0.5 0.5 -0.3 -0.398
O -0.195612 -2.465044 3.019314 -0.4 1.1 -2.3 -0.653
C -1.026208 -0.711144 0.585259 -2.7 4.3 1.4 -0.669
O -2.323959 -1.272352 0.810763 1.6 -0.3 -1.1 -0.425
C -3.183979 -1.224548 -0.352847 -1.9 -0.5 -0.8 0.279
C -4.120969 0.039994 -0.443912 -0.6 -0.2 -0.2 -0.961
N -3.587541 1.137781 -1.282873 -0.2 -0.5 0.4 0.183
C -3.603488 0.814954 -2.719809 -0.1 0.2 -1.7 0.035
C -3.118756 2.031497 -3.644483 1.0 0.4 0.2 0.528
C -2.673304 3.304365 -2.828660 -1.1 0.6 0.4 -0.660
O -1.948333 1.592020 -4.395357 -0.7 -0.1 0.2 -0.489
C -0.814818 0.338114 1.747880 1.0 -1.3 0.7 0.136
B -1.549919 1.770812 1.696854 -0.5 1.1 -0.1 0.363
O -1.534814 2.571667 0.528941 0.2 -1.2 0.8 -0.313
N -2.193810 2.235650 2.930970 0.3 0.1 -2.3 0.038
C -3.398801 1.426143 3.302477 0.8 -0.6 2.4 -0.602
C -2.467845 3.698661 2.929628 -1.1 0.0 0.4 -1.092
C 0.792366 0.335570 2.024714 -2.9 -0.2 0.0 -1.791
C 1.301904 -0.788437 0.977193 3.3 3.0 3.0 2.441
C 2.095952 0.027012 -0.144796 -1.0 -1.0 -0.8 -0.715
C 1.294007 1.193836 -0.847850 1.7 0.9 -0.5 0.659
C 2.359585 1.979943 -1.766169 -1.6 -0.2 -0.2 -0.818
C 2.852947 1.142095 -3.022019 0.6 1.5 0.3 -0.428
O 3.065337 2.101676 -4.104094 0.6 -0.7 0.8 -0.562
C 4.210769 2.929909 -3.835001 1.0 1.3 -0.6 -0.700
C 2.511481 -1.450113 1.795221 0.5 -2.5 -0.3 -1.819
O 2.961606 -2.560255 1.533721 -1.5 1.4 0.3 -0.757
N 3.192284 -0.715326 2.896720 0.8 -0.7 -2.1 0.300
C 3.801712 -1.639900 3.837629 -0.9 -0.1 1.7 0.516
O 3.274955 -1.766911 4.895907 0.9 -0.4 -1.0 -0.457
F 4.990906 -2.340527 3.589096 -1.6 1.7 -0.5 -0.195
H 1.063998 -7.728307 -0.032270 0.2 1.3 -1.3 0.509
H 0.912017 -4.509153 -3.102523 -0.4 0.3 1.1 0.414
H -0.574550 -4.451605 -2.071697 1.2 -0.1 0.1 0.351
H 1.651541 -3.776556 -0.280771 -0.4 1.0 -0.8 0.196
H 2.010603 -2.845797 -1.834878 -0.8 -0.6 1.1 0.437
H 0.217687 -1.302135 -1.587192 0.1 -0.8 1.3 -0.032
H -0.893455 -2.615620 -1.084369 1.1 0.7 0.9 0.572
H -1.481499 -4.608439 2.112167 0.8 0.6 -0.9 0.330
H -0.184612 -4.827537 0.823869 -0.9 0.6 0.3 -0.005
H -1.810956 -3.985071 0.448305 1.2 -0.4 0.7 0.157
H -1.084642 -2.330590 3.412019 0.7 -0.4 0.0 0.348
H -1.119649 -0.098025 -0.356955 0.8 -1.1 0.5 0.287
H -3.868582 -2.129546 -0.276257 0.9 1.0 0.1 0.370
H -2.646472 -1.329753 -1.338167 -0.2 0.1 1.2 -0.168
H -5.104560 -0.293592 -0.923146 1.1 0.0 0.8 0.643
H -4.372648 0.450446 0.578243 0.4 -0.6 -1.0 -0.029
H -4.202903 1.940661 -1.087957 0.5 -0.4 -0.5 0.404
H -2.889344 -0.035457 -2.977274 -0.8 1.0 0.6 -0.499
H -4.629504 0.463083 -3.096463 1.3 0.5 0.7 0.213
H -3.899741 2.270897 -4.425003 0.6 0.0 1.2 0.129
H -1.893525 3.104099 -2.037433 -0.6 -0.1 -1.2 -0.099
H -3.573485 3.725377 -2.275554 1.1 -0.4 -0.7 0.188
H -2.356414 4.136905 -3.530137 -0.3 -1.2 0.8 0.336
H -1.545664 2.358984 -4.860928 -0.4 -0.9 0.7 0.211
H -1.237757 -0.120762 2.698222 0.3 0.4 -1.3 -0.083
H -2.413740 2.935583 0.317111 0.6 0.1 0.2 0.205
H -4.270306 2.114581 3.468007 0.9 -0.9 -0.6 0.448
H -3.182606 0.962569 4.324466 -0.6 0.5 -1.4 0.151
H -3.613460 0.566924 2.611798 0.1 1.2 0.4 -0.008
H -1.688946 4.314003 2.399038 -0.8 -0.8 0.7 0.230
H -3.480780 3.839421 2.417575 1.2 0.3 0.6 0.357
H -2.587363 4.025762 4.012914 0.2 -0.2 -1.4 0.273
H 0.794630 0.035083 3.115415 0.9 0.3 -1.5 0.463
H 1.250028 1.356554 1.877283 -0.2 -1.4 0.1 0.454
H 3.062543 0.376786 0.340955 -1.3 -0.1 -0.6 0.906
H 2.408919 -0.707929 -0.948093 -0.2 0.7 0.8 -0.195
H 0.464370 0.859035 -1.530945 0.8 0.1 0.8 -0.245
H 0.870207 1.970712 -0.154967 0.3 -1.1 -0.5 -0.092
H 3.190003 2.405889 -1.134206 -0.7 -0.6 -0.7 0.318
H 1.780959 2.865214 -2.187418 0.8 -1.0 0.4 0.412
H 2.089481 0.408245 -3.399753 0.8 0.6 0.5 0.201
H 3.871898 0.691649 -2.822620 -1.3 -0.1 -0.2 0.330
H 4.915631 2.949315 -4.728677 -1.0 -0.3 0.9 0.315
H 4.827534 2.604444 -2.948744 -0.8 0.0 -0.8 0.238
H 3.946363 4.015969 -3.646638 -0.1 -1.5 -0.2 0.300
H 3.908644 -0.156452 2.402145 -0.3 0.1 0.7 0.442
O -5.786126 3.925115 -2.752572 -0.4 -0.1 -0.1 -0.604
H -6.283963 3.146874 -3.030651 0.0 0.1 0.0 0.307
H -5.907945 4.551784 -3.476008 0.1 0.0 0.1 0.299
O -6.054019 -1.329314 -3.439428 -0.2 -0.2 -0.1 -0.560
H -6.988079 -1.356141 -3.198560 0.1 0.0 0.0 0.277
H -6.005667 -1.855098 -4.247268 0.1 0.1 0.1 0.265
O -2.935851 1.091666 6.367561 -0.1 0.1 0.3 -0.648
H -2.147562 1.641676 6.287942 0.0 -0.2 0.1 0.300
H -2.718458 0.477719 7.078967 0.1 0.1 -0.1 0.277
O 3.532355 -5.732512 -3.202553 0.1 -0.1 0.1 -0.601
H 3.957791 -5.582205 -2.348982 0.0 0.1 -0.1 0.284
H 3.684134 -6.668785 -3.378201 -0.1 0.1 0.0 0.302
O -3.166540 4.547902 -5.627952 0.0 0.3 0.7 -0.507
H -2.343666 4.524271 -6.125462 -0.2 0.0 -0.1 0.244
H -3.836014 4.717157 -6.298934 0.3 -0.1 -0.1 0.279
O 4.443395 -3.056675 -0.748352 0.1 0.5 -0.1 -0.574
H 3.961143 -2.531242 -0.092666 0.2 -0.5 -0.1 0.267
H 5.186486 -2.496511 -1.003589 0.0 -0.2 -0.1 0.258
O -0.842590 6.593707 2.159666 0.1 0.1 -0.4 -0.561
H -1.206297 7.441219 2.452544 0.0 -0.3 0.3 0.296
H -0.033471 6.834654 1.694203 -0.1 -0.1 0.0 0.274
O -1.072554 8.279629 4.440955 0.2 0.2 0.1 -0.648
H -0.285455 8.831133 4.357523 -0.1 0.0 0.1 0.321
H -0.856127 7.670394 5.156519 -0.1 0.0 -0.1 0.320
O -3.514218 4.093377 -8.147442 0.0 -0.3 -0.8 -0.631
H -2.659784 4.047981 -8.593278 -0.1 0.1 0.0 0.306
H -4.027610 3.385178 -8.554734 0.0 0.1 0.1 0.302
O -0.475952 -0.221644 6.916703 0.4 -0.2 0.0 -0.547
H 0.150295 -0.307107 7.648308 -0.1 0.1 0.1 0.290
H -0.012632 -0.611415 6.165985 -0.1 0.0 0.1 0.287
O -0.834162 -3.006431 -4.483437 0.1 0.3 0.2 -0.616
H -1.213833 -2.162166 -4.208616 -0.1 0.0 -0.2 0.282
H -0.020313 -2.757923 -4.938942 -0.1 -0.1 -0.1 0.311
O 0.364203 2.747350 -4.962080 0.2 0.5 -0.2 -0.570
H 1.285605 2.531814 -4.754028 0.2 0.0 0.0 0.306
H 0.393371 3.677601 -5.216397 0.1 -0.1 0.1 0.265
O 3.560223 -9.064705 -0.168367 -0.4 0.0 0.1 -0.707
H 3.013113 -8.294908 -0.370916 0.3 0.0 0.0 0.307
H 2.953025 -9.673673 0.273248 0.0 -0.1 -0.2 0.357
O 7.846243 -3.720080 4.203023 -0.2 0.3 0.0 -0.637
H 7.780256 -3.199275 5.011809 0.1 -0.1 0.0 0.312
H 7.080637 -3.445555 3.684216 0.1 -0.2 0.0 0.355
O 5.700970 0.803810 3.780259 -0.1 -0.3 0.0 -0.626
H 6.127658 0.957885 4.631922 -0.1 0.1 -0.1 0.327
H 5.849786 -0.135113 3.612458 0.4 0.1 0.1 0.294
O -5.982678 1.213441 2.370568 -0.8 0.0 -0.2 -0.521
H -6.485838 2.007553 2.150263 0.0 -0.1 0.0 0.268
H -6.624585 0.646964 2.816813 0.1 0.0 0.0 0.246
O 4.702482 5.197548 -1.945554 0.3 0.1 0.3 -0.607
H 5.481985 5.758575 -2.041689 -0.1 0.0 0.0 0.305
H 4.923496 4.616207 -1.208483 0.0 0.1 0.0 0.301
O 2.064137 0.563491 9.133496 0.1 -0.2 -0.2 -0.620
H 2.688533 0.477295 9.863667 -0.2 0.0 0.0 0.319
H 2.528708 0.174057 8.382886 0.0 0.1 0.1 0.306
O 4.640159 -10.862375 1.694084 0.1 0.0 -0.1 -0.639
H 4.548416 -10.101733 1.103233 0.3 0.0 0.2 0.371
H 5.457165 -11.285863 1.407512 -0.1 0.0 0.1 0.320
```
Positions in Å, forces in eV/Å.

Molecular weight   885.6 g mol⁻¹
Charge   +1
F_max   5.36 eV/Å
Calculated total energy   -89506.576 eV

***

Here is a structure of composition C24H85NO29Sr2 from the Open Molecules 2025 dataset. Energies are from wB97M-V/def2-TZVPD.

Structure (XYZ):
```
141
Properties=species:S:1:pos:R:3:forces:R:3:mulliken_charge:R:1
Sr -3.643469 -0.291006 -3.208262 1.2 0.6 0.0 1.332
Sr -0.573304 2.402719 -3.642591 -0.9 -0.1 0.1 1.279
C -0.242827 4.493682 0.382821 -0.5 0.0 -0.5 -1.102
C -0.336589 3.881673 -1.021445 -0.5 0.2 1.0 0.567
O -1.404477 3.994680 -1.664348 -0.3 0.0 -0.3 -0.830
O 0.639297 3.256928 -1.490315 1.1 -0.7 -0.3 -0.101
H 0.514390 5.277655 0.392940 0.0 0.0 0.0 0.440
H 0.014572 3.759842 1.146586 0.2 -0.2 -0.2 0.112
H -1.223684 4.902124 0.626142 0.2 0.2 0.1 0.306
C -0.242265 -0.106644 -0.109736 0.1 -1.0 0.2 0.113
C -1.449782 -0.091622 -1.015006 -0.6 -0.8 -0.3 -0.751
O -1.387220 0.519492 -2.089162 1.0 2.0 -2.0 0.501
O -2.491255 -0.775342 -0.828692 -0.1 -0.4 1.4 0.195
H -0.309196 -1.021485 0.479049 -0.1 0.2 0.5 0.263
H -0.078316 0.773038 0.512666 -0.3 0.0 -0.1 0.024
H 0.655352 -0.261027 -0.708530 0.0 0.4 -0.3 -0.354
C -4.393121 3.097497 -6.073812 -1.4 0.5 -1.1 -1.239
C -3.182646 2.996852 -5.254699 -0.4 -0.9 0.1 0.555
O -3.033469 1.933449 -4.632075 0.0 -3.6 2.0 -0.335
O -2.337771 3.851628 -5.158650 2.3 3.2 -0.4 -0.725
H -4.991561 2.193007 -5.964939 -0.1 0.2 0.0 0.115
H -4.179996 3.225268 -7.135112 0.3 -0.1 0.0 0.343
H -4.968417 3.987299 -5.818095 -0.1 -0.1 0.2 0.343
C -1.194412 -3.350373 -5.676871 -0.4 -0.7 -0.1 -1.316
C -1.945732 -2.283465 -4.860221 0.7 0.2 -1.6 0.653
O -2.264178 -2.499463 -3.697160 -0.5 -1.5 3.2 0.004
O -2.240113 -1.171986 -5.346152 0.2 0.9 -1.6 -0.840
H -1.797494 -3.643567 -6.536201 0.2 0.7 -0.5 0.403
H -1.096668 -4.339815 -5.230170 -0.1 0.3 1.0 0.286
H -0.173010 -3.074192 -5.938726 -0.3 0.4 -0.3 0.280
C -1.199318 0.696503 3.347372 1.6 0.2 0.7 -0.417
O -2.326336 -0.129556 3.469937 -0.8 0.3 -0.1 -0.507
H -0.769554 0.877754 4.332536 0.3 -0.3 0.3 0.404
H -0.470887 0.141591 2.756136 0.0 0.4 -0.1 -0.154
H -1.339197 1.724273 3.012374 -0.5 -0.2 -0.8 0.434
H -3.040885 0.449962 3.744108 -0.4 -0.2 0.2 0.234
C -3.468784 3.031837 0.728423 0.7 -0.9 -0.1 -0.592
O -3.802431 3.723980 -0.420799 -1.3 0.4 -0.8 -0.668
H -3.263867 3.706915 1.559320 -0.5 -0.1 0.4 0.422
H -4.226468 2.257637 0.849394 -0.2 0.2 0.9 0.336
H -2.555153 2.455877 0.581255 0.4 -0.1 -0.1 0.005
H -3.030757 3.842191 -0.979499 0.8 0.3 -0.3 0.504
C 0.873934 -3.992058 -2.185656 -0.9 0.0 0.9 -0.911
O 0.761608 -2.898126 -3.081081 0.8 0.0 -0.3 -0.288
H 1.902302 -4.298498 -1.994208 0.0 0.2 -0.4 0.388
H 0.419143 -3.653483 -1.254725 0.2 -0.2 0.5 0.205
H 0.246533 -4.841151 -2.456756 0.2 -0.1 -0.5 0.321
H -0.183593 -2.745311 -3.150597 -0.5 0.2 -0.2 0.052
C -0.054018 -2.776263 4.318230 0.4 0.3 0.5 -0.153
O -1.162492 -2.293657 5.060584 -0.1 -0.3 -0.1 -0.628
H 0.175175 -2.177746 3.436556 -0.2 0.1 -0.2 -0.241
H 0.815678 -2.712924 4.972241 0.2 -0.1 -0.1 0.257
H -0.167218 -3.817480 4.016311 -0.3 0.0 0.0 0.326
H -1.498170 -1.493509 4.649857 -0.2 0.0 -0.2 0.417
C -2.033988 -5.289438 2.175665 0.1 -1.5 0.1 -0.689
O -2.916348 -4.271676 2.516766 -0.4 1.4 0.3 -0.533
H -1.003499 -5.015465 1.949561 0.0 0.6 0.3 0.152
H -2.069491 -5.944040 3.046475 0.6 -0.7 -0.5 0.444
H -2.405505 -5.787846 1.280307 0.0 -0.3 0.1 0.249
H -3.186169 -4.426555 3.424958 -0.1 0.4 -0.1 0.296
C 2.851825 -2.181176 0.244228 0.3 0.2 0.0 0.836
O 3.735278 -1.208900 -0.314314 -0.2 -0.1 0.0 -0.569
H 2.265752 -1.800982 1.080942 0.2 0.3 0.2 -0.300
H 2.120949 -2.495699 -0.500752 0.2 -0.4 0.0 -0.664
H 3.514446 -2.966802 0.607287 -0.4 -0.3 -0.2 0.428
H 3.249559 -0.381655 -0.350964 0.0 0.8 0.2 0.265
C 6.056574 0.603630 -2.822579 -0.3 0.7 -0.5 -0.602
O 4.914191 0.877854 -3.651511 0.4 0.2 0.5 -0.513
H 6.861166 0.231281 -3.456685 0.1 -0.2 0.2 0.294
H 6.367661 1.558074 -2.397884 0.1 0.1 -0.1 0.249
H 5.864981 -0.047314 -1.969541 -0.2 -0.3 -0.2 0.171
H 4.275497 0.164238 -3.585007 0.2 -0.2 -0.1 0.486
O -5.726242 -0.636909 -4.476754 -0.5 0.0 -0.2 -0.417
H -6.420571 -0.044217 -4.764598 -0.1 0.4 -0.1 0.186
H -5.994119 -1.496325 -4.802167 0.1 -0.4 -0.1 0.210
O 3.051346 1.565502 -0.539289 0.2 -0.6 0.4 -0.174
H 3.572990 1.892888 -1.272052 0.3 0.2 -0.4 0.158
H 2.233992 2.061442 -0.586075 -0.6 0.4 -0.1 -0.074
O -2.726950 -5.011250 -2.360739 0.0 -0.7 -0.2 -0.700
H -2.875837 -4.114735 -2.661276 0.3 0.5 -0.3 0.199
H -2.746307 -4.950511 -1.405664 -0.1 0.2 0.4 0.367
O -7.459166 0.638819 -1.140117 -0.1 0.0 0.0 -0.668
H -7.426824 -0.242249 -0.767428 0.0 -0.2 0.5 0.264
H -8.103952 0.577747 -1.844923 -0.2 0.1 -0.2 0.290
O 2.860779 -0.757089 -3.013386 0.1 0.0 -0.3 -0.776
H 3.317497 -0.893768 -2.183350 0.4 -0.2 0.8 0.412
H 2.088923 -1.320502 -2.958218 -0.7 -0.8 -0.3 0.170
O 1.734765 1.393397 -3.878849 -0.7 1.3 -0.5 -0.073
H 2.259147 0.659736 -3.557920 0.5 -0.8 0.7 0.207
H 1.978348 1.477342 -4.800729 0.2 0.0 -0.2 0.130
O -0.136039 1.005599 -6.006788 0.2 0.5 0.1 -0.395
H -0.817049 0.369296 -6.224907 -0.8 -0.6 0.2 0.222
H 0.497380 0.933444 -6.720789 0.2 0.1 -0.2 0.197
O -5.026920 1.520171 -1.867558 0.5 -0.5 -0.6 -0.533
H -5.888630 1.305873 -1.510121 -0.7 -0.3 0.1 0.255
H -4.772086 2.323733 -1.414134 0.6 0.9 0.2 0.287
O -5.093697 -1.981154 -1.967384 -0.3 0.2 -0.3 -0.300
H -4.733836 -2.746802 -1.519582 0.3 -0.6 0.5 0.170
H -5.988205 -1.907046 -1.634828 -0.1 0.0 0.1 0.131
O 3.042484 4.554117 -1.941216 0.8 0.2 0.0 -0.673
H 2.310895 3.952107 -1.804876 -0.7 -0.2 0.1 0.263
H 2.660204 5.293068 -2.414537 0.0 0.2 -0.1 0.289
O -3.440715 -3.512815 0.002288 -0.2 -0.4 -1.0 -0.703
H -3.277646 -2.596063 -0.219510 0.5 0.5 0.0 0.353
H -3.393808 -3.540521 0.957943 -0.2 0.0 0.7 0.330
O -6.565371 -1.511284 2.110074 -1.1 -0.1 0.1 -0.687
H -6.332734 -1.904296 2.951299 0.0 -0.1 0.1 0.248
H -5.733125 -1.204642 1.750113 0.8 0.1 -0.2 0.452
O -4.069512 -0.961243 1.411171 -0.6 0.0 0.3 -0.324
H -3.503752 -0.769585 0.663238 0.5 0.2 -0.8 0.131
H -3.490701 -0.902247 2.171257 0.4 0.0 0.3 0.329
C 4.257389 -1.563697 3.570169 0.5 1.1 0.2 -1.575
C 4.227261 -0.224874 4.367729 -1.6 0.9 0.1 1.346
C 5.632575 0.036934 5.051727 -0.8 0.5 -0.1 -1.221
C 5.824163 1.491292 5.570142 -1.0 -0.2 -1.1 -0.687
C 5.587395 2.467069 4.378373 0.4 -1.2 1.4 -1.250
C 4.192052 2.351318 3.771089 -1.6 -0.4 0.4 1.673
N 3.867732 0.937328 3.454345 4.8 -0.7 2.2 -0.528
O 2.881979 0.722839 2.561263 -1.3 0.0 -1.0 0.662
C 3.042137 2.804161 4.786459 1.3 1.2 -0.7 -1.543
C 4.180745 3.256935 2.487684 -0.9 -0.6 0.6 -1.959
C 3.080313 -0.404340 5.441170 0.7 -0.2 0.2 -1.428
H 5.050618 -1.507670 2.824682 0.0 -0.1 -0.1 0.443
H 3.319412 -1.771704 3.055369 0.0 0.1 0.2 0.022
H 4.471566 -2.363099 4.279519 0.0 -0.1 -0.1 0.533
H 5.768314 -0.591333 5.932047 -0.3 -0.5 -0.2 0.343
H 6.380317 -0.269725 4.320326 0.2 0.3 0.0 0.426
H 6.805065 1.667745 6.011497 0.1 -0.2 -0.1 0.423
H 5.093634 1.625649 6.367874 0.0 0.2 0.1 0.273
H 6.371965 2.119694 3.706146 -0.2 0.4 -0.7 0.364
H 5.823379 3.486687 4.683000 -0.2 0.1 -0.1 0.398
H 2.083730 2.341157 4.551568 0.1 0.1 -0.2 0.080
H 3.262771 2.659203 5.844011 0.2 -0.5 -0.1 0.272
H 3.000612 3.889846 4.698840 -0.6 0.2 0.0 0.574
H 3.309870 3.055105 1.864046 -0.1 -0.1 0.0 0.401
H 4.047635 4.290832 2.806177 0.4 0.0 0.0 0.495
H 5.050177 3.144718 1.839917 0.2 -0.1 0.3 0.359
H 3.049609 -1.462409 5.701265 -0.1 0.0 0.3 0.544
H 2.068496 -0.131470 5.141398 0.2 0.1 -0.6 0.060
H 3.256252 0.153872 6.360706 0.2 0.1 0.0 0.282
H 3.407113 0.935779 1.786345 -0.8 -0.3 -1.1 0.206
```
Positions in Å, forces in eV/Å.

Molecular weight   1027.2 g mol⁻¹
Charge   0
F_max   5.35 eV/Å
Calculated total energy   -88814.827 eV

***

Frontier orbital gap / eV: 7.94 6.84
Lowest unoccupied orbital energy / eV: -2.42 -0.56